{
  "formula": "C11H9N3",
  "method": "ωB97M-V with the def2-TZVPD basis set",
  "species": ["C", "C", "C", "C", "C", "C", "C", "C", "C", "C", "C", "N", "N", "N", "H", "H", "H", "H", "H", "H", "H", "H", "H"],
  "xyz": [[0.829773, -2.268146, 0.100470], [-3.329336, 0.792793, 0.292710], [-3.189343, -0.564717, 0.172757], [-2.211664, 1.551586, -0.071309], [-1.921087, -1.183648, -0.116791], [-1.001918, 1.045189, -0.418490], [3.170102, 1.053407, 1.145701], [2.581845, -0.167216, 1.035702], [2.622179, 0.810496, -0.874334], [-0.931224, -0.306162, -0.476847], [1.299031, -1.253551, -0.692419], [0.220898, -3.106041, 0.640915], [3.111340, 1.680949, -0.039115], [2.232944, -0.336073, -0.256585], [-4.301057, 1.393278, 0.481054], [-4.020556, -1.260895, 0.344996], [-2.293802, 2.642389, -0.362018], [-1.862413, -2.326107, -0.176252], [-0.394889, 1.663861, -0.945280], [3.245798, 1.609289, 2.109101], [2.541452, -0.934735, 1.793215], [2.383385, 1.036545, -1.898012], [1.218546, -1.572498, -1.789166]],
  "forces_ev_per_angstrom": [[-1.6, -2.6, 2.1], [-0.7, 1.8, -0.5], [0.3, -1.9, 0.6], [-1.4, 2.7, -0.5], [-0.9, -0.3, -0.7], [-1.2, -1.7, -0.1], [-1.3, 0.4, 2.2], [0.9, -0.5, 2.1], [-0.6, 1.1, -0.8], [2.3, -2.6, 0.7], [-2.9, 1.1, -3.3], [1.2, 0.8, -0.6], [0.7, 0.6, -1.4], [0.2, -0.2, -0.3], [1.6, -1.6, -0.2], [0.2, 0.5, 0.0], [-0.3, -1.1, 1.1], [0.2, 1.9, 0.3], [2.4, 1.7, -0.9], [0.8, -0.6, -1.0], [-0.5, -0.1, -0.2], [0.0, -0.2, -0.2], [0.7, 1.0, 1.6]],
  "lowdin_charge": [-0.29, -0.09, -0.09, -0.11, -0.08, -0.11, -0.16, -0.09, -0.17, 0.02, -0.08, 0.17, 0.07, -0.08, 0.14, 0.11, 0.13, 0.12, 0.08, 0.12, 0.12, 0.13, 0.16],
  "gap_ev": [7.787, 7.786],
  "lumo_energy_ev": [-0.831, -0.832],
  "fmax_ev_per_a": 4.5,
  "homo_energy_ha": [-0.317, -0.317],
  "de_lowest_ev": 4.033
}